Record 1
This record from the OMol25 dataset describes a cluster of 2 separate species, C3H7N3O2 in total. The level of theory is ωB97M-V/def2-TZVPD.

The calculation puts the lowest unoccupied orbital energy at 0.13 eV. The relative energy (zero: lowest compared OMol25 entry of this formula, charge and spin) comes out at 7.788 eV. As for the molar mass: 117.1 g mol⁻¹.

Structure (XYZ):
```
15
Properties=species:S:1:pos:R:3:forces:R:3:lowdin_charge:R:1
C 2.0015 1.1449 -0.4970 -0.2 -5.0 1.9 -0.0177
C -0.0581 0.0511 0.6074 -0.1 4.1 5.5 -0.2131
C -1.7432 -1.2284 -0.1589 1.5 -1.1 9.0 -0.6229
H 2.1500 2.1762 -0.5819 0.5 1.3 -1.2 0.0328
H 1.7118 0.3723 -1.4532 0.4 2.9 2.8 0.1505
H 2.9336 0.6198 0.0015 -1.6 1.2 -1.1 0.1020
H 0.9023 2.3268 2.0538 -0.6 1.4 -0.1 0.0765
H -0.7185 -0.0700 1.5511 1.9 0.2 -0.6 0.1661
H -2.0064 -1.1485 -2.3268 0.6 -3.4 4.2 0.2988
H -2.5549 -2.7193 -1.2136 -2.2 -1.7 0.5 0.0573
N 0.9015 1.0920 0.6011 -0.7 -1.6 -0.8 -0.1866
N -0.5760 -0.3954 -0.3879 -2.8 -1.8 -4.4 0.0909
N -1.9488 -1.9879 -1.1110 0.1 2.2 -11.8 0.1400
O 1.2390 1.4597 1.9411 1.3 -1.9 -1.3 -0.0176
O -2.2337 -1.6933 0.9743 1.8 3.3 -2.7 -0.0571
```
Forces are in eV/Å.

Record 2
This record from the OMol25 dataset describes an isolated molecule of C5H7N. The level of theory is ωB97M-V/def2-TZVPD.

The calculation puts the lowest unoccupied orbital energy at 0.99 eV. The relative energy (zero: lowest compared OMol25 entry of this formula, charge and spin) comes out at 4.808 eV. As for the molar mass: 81.1 g mol⁻¹.

Structure (XYZ):
```
13
Properties=species:S:1:pos:R:3:forces:R:3:lowdin_charge:R:1
C -0.7064 1.2064 -0.0450 0.1 0.1 0.0 -0.0887
C -0.5888 -0.2254 0.3795 -0.2 0.2 0.8 -0.1799
C -0.0482 0.4735 -1.1805 -0.1 0.2 -0.3 -0.2432
N 1.2796 0.1105 -1.2015 0.1 0.2 -0.1 -0.0214
C 0.7250 -0.5487 1.0861 -0.3 0.0 0.0 -0.0689
C 0.7813 -0.9049 -0.3557 0.3 -0.3 -0.1 -0.2873
H -0.1122 1.8675 0.5792 0.0 0.1 -0.3 0.1145
H -1.7382 1.5286 -0.1854 0.2 -0.1 -0.3 0.1131
H -1.4553 -0.8865 0.3773 0.4 0.2 0.4 0.1466
H -0.7485 0.2864 -2.0187 0.1 -0.4 0.3 0.1409
H 0.5524 -1.1981 1.9363 0.3 -0.7 -0.4 0.1071
H 1.4605 0.2415 1.2748 -0.8 0.1 0.1 0.1241
H 0.5986 -1.9509 -0.6464 -0.1 0.4 -0.2 0.1431
```
Forces are in eV/Å.

| no. | strongest force on any atom (eV/Å) |
| --- | --- |
| 1 | 12.0 |
| 2 | 0.9 |